(1)
The following is a DFT calculation (wB97M-V/def2-TZVPD) of a cluster of 12 separate species, C18H44BBr14N4O8 in total in a non-equilibrium geometry.

Each line ends with the Löwdin charge.
Positions of all 89 atoms, in Å:
1 N 4.6544 2.0082 1.3720  0.361
2 H 5.1356 2.0739 0.4865  0.154
3 H 4.5363 2.9630 1.6796  0.157
4 H 5.2525 1.4878 1.9977  0.164
5 H 3.7871 1.5223 1.1936  0.158
6 N 7.0250 -0.9211 -4.8407  0.357
7 H 6.0335 -1.1115 -4.8690  0.162
8 H 7.5718 -1.7427 -4.6261  0.166
9 H 7.0546 -0.2871 -4.0550  0.150
10 H 7.3320 -0.3871 -5.6411  0.163
11 N 3.2190 6.9250 -1.6296  0.358
12 H 3.0844 6.8216 -0.6339  0.156
13 H 4.1411 6.5400 -1.7769  0.152
14 H 3.2154 7.8832 -1.9487  0.170
15 H 2.6003 6.2684 -2.0835  0.163
16 N 1.6614 1.2647 7.3652  0.358
17 H 1.4555 0.4607 6.7895  0.161
18 H 1.0088 1.2996 8.1352  0.165
19 H 1.6488 2.1122 6.8159  0.156
20 H 2.5480 1.1695 7.8395  0.159
21 O -1.8958 -1.2572 2.5643  0.145
22 C -0.9634 -1.0449 1.7883  -0.296
23 O -1.0287 -0.6439 0.4743  0.227
24 B 0.3088 -0.3941 -0.0276  -0.901
25 O 1.1965 -0.8508 1.0426  0.173
26 C 0.5262 -1.1938 2.1829  -0.334
27 O 1.0955 -1.3375 3.2415  0.111
28 O 0.5505 1.0517 -0.3781  0.175
29 C 0.8743 1.1378 -1.7009  -0.336
30 O 1.1906 2.1400 -2.3663  0.068
31 C 1.0119 -0.2768 -2.2717  -0.362
32 O 0.5974 -1.1078 -1.3038  0.218
33 O 1.4507 -0.6274 -3.3653  0.117
34 Br 2.7755 -6.0882 -3.5244  0.567
35 C 2.5648 -6.8623 -5.3274  -0.687
36 C 1.9975 -5.7946 -6.2470  -0.690
37 Br 1.8056 -6.5875 -8.0600  0.602
38 H 1.9520 -7.7555 -5.2053  0.060
39 H 3.5448 -7.1326 -5.7205  0.051
40 H 2.6530 -4.9315 -6.3631  0.041
41 H 1.0424 -5.3910 -5.9108  0.056
42 Br -6.6704 -5.0361 2.9136  0.595
43 C -6.3554 -4.0841 1.1894  -0.675
44 C -5.2677 -4.8056 0.5001  -0.726
45 Br -4.5722 -3.8137 -1.0640  0.582
46 H -6.0128 -3.0769 1.4264  0.051
47 H -7.2522 -4.0462 0.5709  0.069
48 H -5.6686 -5.7594 0.1573  0.062
49 H -4.4409 -4.9395 1.1977  0.044
50 Br -6.6237 -1.7563 10.1750  0.544
51 C -7.5829 -2.0913 8.4564  -0.633
52 C -6.9845 -1.1348 7.4734  -0.673
53 Br -7.3857 0.7567 8.0077  0.540
54 H -8.6292 -1.8388 8.6285  0.057
55 H -7.4375 -3.1534 8.2592  0.063
56 H -7.4891 -1.2451 6.5135  0.055
57 H -5.9079 -1.2421 7.3415  0.051
58 Br 1.2427 -7.7325 3.5265  0.566
59 C 3.0985 -7.4496 4.1431  -0.697
60 C 3.5152 -8.3171 5.3097  -0.712
61 Br 3.7600 -10.1393 4.7142  0.645
62 H 3.1347 -6.3735 4.3129  0.044
63 H 3.6980 -7.7170 3.2729  0.036
64 H 2.8973 -8.2887 6.2071  0.061
65 H 4.4527 -7.9231 5.7022  0.058
66 Br -2.5526 9.4395 -4.4259  0.620
67 C -3.5950 7.8172 -4.1845  -0.682
68 C -2.6461 6.5787 -4.4829  -0.673
69 Br -3.3772 4.8351 -3.8523  0.560
70 H -4.5491 7.8059 -4.7114  0.065
71 H -3.9575 7.7432 -3.1593  0.043
72 H -1.7027 6.7169 -3.9547  0.017
73 H -2.4699 6.5363 -5.5577  0.050
74 Br -3.2469 2.7760 5.4109  0.506
75 C -3.4133 3.5235 3.5472  -0.630
76 C -4.8763 3.8322 3.2413  -0.748
77 Br -5.7682 5.0763 4.3837  0.655
78 H -2.9319 2.8587 2.8299  0.055
79 H -2.7890 4.4160 3.5040  0.043
80 H -5.3154 2.8346 3.2402  0.062
81 H -4.9938 4.2402 2.2373  0.056
82 Br 5.0210 2.1484 -8.9409  0.575
83 C 4.5856 4.0563 -8.6090  -0.662
84 C 3.0869 4.1785 -8.4613  -0.745
85 Br 2.4943 5.9042 -7.8075  0.617
86 H 5.0874 4.6447 -9.3772  0.068
87 H 4.9624 4.4049 -7.6475  0.038
88 H 2.5821 3.4577 -7.8181  0.047
89 H 2.6313 3.9796 -9.4313  0.062

Summary:
* total charge: +3
* molar mass: 1574.038 g mol⁻¹
* max |F|: 3.577 eV/A
* E_HOMO: -12.77 eV
* HOMO-LUMO gap: 3.8 eV
* DFT total energy: -37593.38499 Ha

(2)
The following is a DFT calculation (wB97M-V/def2-TZVPD) of a structure of composition C18H44ClFMnP2 in a non-equilibrium geometry.

Each line ends with the Löwdin charge.
Positions of all 67 atoms, in Å:
1 Mn 0.4462 0.3075 0.0172  0.154
2 Cl -0.8981 1.5233 -1.4522  -0.059
3 P 2.1791 1.6714 -0.0398  0.901
4 C 1.5782 3.4047 0.0971  -0.538
5 C 3.3696 1.2610 1.2992  -0.535
6 C 2.7955 1.3349 -1.7360  -0.539
7 C 0.3652 3.6262 1.0217  -0.165
8 H 1.2532 3.6274 -0.9332  0.098
9 C 2.7424 4.3033 0.4985  -0.144
10 H 2.9887 4.1720 1.5614  0.074
11 H 2.4371 5.3460 0.3434  0.074
12 H 3.6461 4.1249 -0.0949  0.049
13 H -0.5486 3.2158 0.5814  0.004
14 H 0.2285 4.7050 1.1630  0.068
15 H 0.5014 3.1656 2.0087  0.047
16 H 1.9192 1.6018 -2.3526  0.083
17 C 3.1438 -0.1372 -2.0377  -0.150
18 C 3.9560 2.2863 -2.0063  -0.142
19 H 3.6181 3.3273 -2.0520  0.062
20 H 4.4090 2.0307 -2.9708  0.071
21 H 4.7323 2.1947 -1.2313  0.073
22 H 2.6749 -0.8614 -1.3529  0.029
23 H 4.2291 -0.3000 -2.0230  0.062
24 H 2.7727 -0.3826 -3.0417  0.077
25 C 2.6772 1.2784 2.6701  -0.119
26 H 4.1194 2.0677 1.2458  0.090
27 C 4.0485 -0.0927 1.0897  -0.116
28 H 2.2442 2.2519 2.9245  0.055
29 H 3.4233 1.0358 3.4358  0.072
30 H 1.8831 0.5210 2.7130  0.063
31 H 3.3080 -0.9045 1.0802  0.070
32 H 4.7306 -0.2661 1.9299  0.074
33 H 4.6376 -0.1342 0.1671  0.056
34 H -0.3681 0.9965 1.3006  -0.036
35 H 0.5433 -0.7271 -1.2716  -0.042
36 P -2.4548 -1.5168 -0.2153  1.005
37 C -2.8425 -1.5914 -2.0070  -0.560
38 C -2.2501 -3.1648 0.5827  -0.571
39 C -3.5269 -0.3034 0.6592  -0.555
40 C -1.6093 -1.7241 -2.9231  -0.153
41 H -3.3015 -0.6081 -2.2096  0.101
42 C -3.8530 -2.7154 -2.2105  -0.156
43 H -3.3587 -3.6973 -2.1255  0.070
44 H -4.2770 -2.6252 -3.2211  0.067
45 H -4.6785 -2.6698 -1.4858  0.051
46 H -1.0497 -0.7852 -2.9539  0.005
47 H -1.9490 -1.9633 -3.9358  0.064
48 H -0.9242 -2.5081 -2.5854  0.050
49 H -3.4167 0.5911 0.0204  0.080
50 C -3.0669 0.0854 2.0776  -0.144
51 C -4.9431 -0.8620 0.5855  -0.159
52 H -5.3196 -0.8594 -0.4448  0.060
53 H -5.6118 -0.2429 1.1956  0.063
54 H -4.9810 -1.8914 0.9750  0.069
55 H -2.0256 -0.1991 2.2809  0.029
56 H -3.7181 -0.3566 2.8396  0.061
57 H -3.1170 1.1751 2.1825  0.069
58 C -1.0581 -3.8997 -0.0558  -0.128
59 H -3.2045 -3.6812 0.3726  0.084
60 C -2.0169 -3.0353 2.0941  -0.125
61 H -1.2084 -4.1160 -1.1208  0.051
62 H -0.9188 -4.8547 0.4633  0.067
63 H -0.1449 -3.2990 0.0657  0.067
64 H -1.0850 -2.4814 2.2846  0.071
65 H -1.9106 -4.0436 2.5145  0.069
66 H -2.8476 -2.5408 2.6134  0.056
67 F 0.8824 -1.1909 1.1351  -0.580

Summary:
* total charge: -1
* relative energy (zero: lowest compared OMol25 entry of this formula, charge and spin): 0.00 kcal/mol
* molar mass: 431.887 g mol⁻¹
* max |F|: 5.004 eV/A
* E_HOMO (alpha / beta): -2.97 / -3.24 eV
* HOMO-LUMO gap (alpha / beta): 6.0 / 6.2 eV
* 2S+1: 5
* DFT total energy: -3105.97798 Ha

(3)
The following is a DFT calculation (wB97M-V/def2-TZVPD) of a cluster of 12 separate species, C18H44N13O25P2 in total in a non-equilibrium geometry.

Each line ends with the Löwdin charge.
Positions of all 102 atoms, in Å:
1 N -2.0701 -2.9692 -1.3744  -0.240
2 P -1.3130 -1.7158 -0.7439  0.800
3 N 0.4598 -1.6722 -1.0517  -0.362
4 O 1.1556 -2.7439 -0.5501  -0.074
5 C 1.1801 -2.7424 0.8969  -0.303
6 O 0.7903 -3.7682 1.5166  0.099
7 C 1.7330 -1.5099 1.7805  -0.115
8 C 0.7325 -0.7267 2.6678  -0.014
9 C 1.3001 0.4890 3.4718  -0.030
10 C 2.8204 0.8282 3.3189  -0.029
11 C 3.8087 0.0069 2.4465  -0.038
12 C 3.2564 -1.2078 1.6371  0.016
13 P 0.8673 -1.6094 -2.8201  0.840
14 O 0.0391 -0.4908 -3.4667  -0.417
15 H -2.4970 -3.5201 -0.5975  -0.002
16 H -1.4540 -1.7145 0.7027  0.049
17 H -1.8359 -0.4382 -1.1932  0.061
18 H 0.8022 -0.7413 -0.6767  0.095
19 H -0.3617 -1.0588 2.6841  0.095
20 H 0.5824 1.0875 4.1310  0.101
21 H 3.2255 1.7453 3.8898  0.109
22 H 4.9270 0.2178 2.3417  0.072
23 H 3.8985 -1.8743 0.9546  0.122
24 H 0.6964 -2.8962 -3.4297  0.070
25 H 2.2789 -1.2836 -2.8715  0.067
26 C 4.5923 -2.5552 6.1484  0.039
27 N 5.2509 -2.1510 4.8779  -0.432
28 O 5.4743 -3.0268 4.0569  0.058
29 O 5.5207 -0.9667 4.7483  0.040
30 H 4.4127 -3.6284 6.1245  0.083
31 H 5.2647 -2.2947 6.9650  0.104
32 H 3.6527 -2.0084 6.2200  0.105
33 C 1.3521 -5.6687 3.6987  0.050
34 N 1.5606 -5.4984 5.1597  -0.421
35 O 1.6064 -4.3541 5.5895  0.037
36 O 1.6724 -6.5142 5.8255  0.074
37 H 1.2711 -4.6850 3.2398  0.054
38 H 2.2128 -6.2088 3.3050  0.110
39 H 0.4318 -6.2358 3.5605  0.111
40 C -5.6853 -2.2982 -2.6430  0.046
41 N -5.4764 -2.1375 -1.1802  -0.444
42 O -5.4321 -0.9956 -0.7426  0.052
43 O -5.3631 -3.1600 -0.5229  0.031
44 H -5.7670 -1.3120 -3.0964  0.098
45 H -4.8244 -2.8355 -3.0404  0.097
46 H -6.6053 -2.8648 -2.7833  0.104
47 C -1.5061 0.2251 -6.3897  0.013
48 N -2.3782 -0.9388 -6.6963  -0.437
49 O -1.9674 -1.7499 -7.5111  0.063
50 O -3.4476 -0.9982 -6.1068  0.042
51 H -0.5960 0.1483 -6.9808  0.098
52 H -2.0561 1.1280 -6.6475  0.062
53 H -1.2782 0.1917 -5.3246  0.067
54 C -0.9807 4.7852 -6.1700  0.050
55 N -1.0320 3.3705 -6.6240  -0.408
56 O -2.0276 3.0159 -7.2413  0.066
57 O -0.0694 2.6634 -6.3453  0.042
58 H -1.8933 5.2893 -6.4844  0.061
59 H -0.8992 4.7790 -5.0835  0.101
60 H -0.1069 5.2460 -6.6301  0.107
61 C -5.2274 -5.4008 2.3483  0.048
62 N -3.7738 -5.6671 2.5123  -0.444
63 O -3.4376 -6.8113 2.7641  0.074
64 O -3.0189 -4.7130 2.3815  0.025
65 H -5.7740 -6.3314 2.4903  0.099
66 H -5.5138 -4.6668 3.1008  0.106
67 H -5.3781 -5.0144 1.3406  0.081
68 C -5.4535 7.4710 -6.1955  0.042
69 N -4.0025 7.1953 -6.0383  -0.424
70 O -3.6727 6.0454 -5.7912  0.026
71 O -3.2418 8.1419 -6.1686  0.064
72 H -6.0041 6.5427 -6.0539  0.105
73 H -5.7337 8.2025 -5.4430  0.070
74 H -5.6051 7.8601 -7.2022  0.106
75 C -3.2663 8.6706 -2.1129  0.052
76 N -4.1766 7.8756 -2.9775  -0.415
77 O -5.1020 8.4688 -3.5126  0.047
78 O -3.9318 6.6868 -3.0886  0.066
79 H -3.6031 9.7057 -2.1068  0.100
80 H -3.3100 8.2447 -1.1110  0.103
81 H -2.2640 8.5934 -2.5327  0.104
82 C 7.6244 3.2543 2.0028  0.050
83 N 6.6964 2.1443 1.6622  -0.436
84 O 7.1639 1.0190 1.6041  0.073
85 O 5.5271 2.4411 1.4644  0.034
86 H 8.6221 2.8447 2.1502  0.100
87 H 7.6150 3.9573 1.1705  0.103
88 H 7.2589 3.7191 2.9177  0.105
89 C 1.6965 2.8117 -2.0831  0.077
90 N 1.3610 1.6102 -1.2765  -0.398
91 O 2.0464 0.6073 -1.4427  -0.024
92 O 0.4248 1.7049 -0.5044  0.084
93 H 2.5465 2.5793 -2.7222  0.107
94 H 0.8202 3.0599 -2.6813  0.109
95 H 1.9431 3.6146 -1.3890  0.113
96 C 2.7379 -4.9403 8.5775  0.025
97 N 3.0845 -4.0752 9.7350  -0.441
98 O 2.6854 -4.4209 10.8339  0.076
99 O 3.7477 -3.0755 9.4970  0.042
100 H 2.1514 -5.7855 8.9326  0.100
101 H 2.1603 -4.3375 7.8784  0.072
102 H 3.6715 -5.2798 8.1300  0.101

Summary:
* total charge: +1
* molar mass: 904.564 g mol⁻¹
* max |F|: 6.248 eV/A
* E_HOMO: -11.87 eV
* HOMO-LUMO gap: 8.3 eV
* DFT total energy: -3986.24022 Ha